1.
{
  "formula": "CH6IN4",
  "method": "wB97M-V/def2-TZVPD",
  "relative_energy_ev": 0.915,
  "homo_ev": -14.441,
  "charge": 1,
  "homo_lumo_gap_ha": 0.3836,
  "total_energy_ev": -15186.086,
  "smiles": "N[NH2+]/N=C(/N)I",
  "symbols": ["I", "N", "N", "N", "N", "C", "H", "H", "H", "H", "H", "H"],
  "xyz": [[-2.6856, 0.1829, 0.0180], [0.3376, -0.3355, -0.2188], [0.4685, 1.0283, -0.3860], [1.5954, 1.6638, 0.3019], [-0.9211, -2.2328, 0.1130], [-0.8503, -0.8637, -0.0557], [-0.1245, -2.7881, 0.3915], [2.4309, 1.2356, -0.2068], [-1.9203, -2.4705, 0.2390], [0.5072, 1.5483, -1.2897], [-0.4945, 1.5002, -0.1861], [1.6568, 1.5314, 1.2798]],
  "forces_ev_per_angstrom": [[0.375, -0.093, -0.136], [-0.492, -1.335, -0.576], [-2.120, 3.396, 1.322], [0.811, -0.539, -3.393], [-2.336, 2.836, -0.238], [1.982, -1.192, 0.049], [-0.137, 0.016, -0.106], [-1.300, 0.837, 1.305], [1.466, -0.902, 0.184], [0.819, -1.789, -0.581], [1.426, -0.452, 1.055], [-0.493, -0.782, 1.114]],
  "nbo_charge": [0.23, -0.41, -0.25, -0.61, -0.77, 0.31, 0.45, 0.39, 0.42, 0.44, 0.41, 0.39]
}


2.
{
  "formula": "C5H7IN",
  "method": "wB97M-V/def2-TZVPD",
  "spin_multiplicity": 3,
  "relative_energy_ev": 2.742,
  "homo_ev": [-10.471, -13.743],
  "charge": 1,
  "homo_lumo_gap_ha": [0.2460, 0.2963],
  "s_squared": 2.0094,
  "total_energy_ev": -14873.689,
  "symbols": ["I", "N", "C", "C", "C", "C", "C", "H", "H", "H", "H", "H", "H", "H"],
  "xyz": [[-0.0879, 0.8533, 2.5866], [-1.5846, -0.9564, 0.6541], [0.7103, 0.7627, -1.2866], [1.9542, 0.4456, -0.6012], [-0.4442, 1.2747, -0.9069], [0.7925, -0.3744, -0.2189], [-0.4920, 0.1828, 0.6287], [-2.1027, -1.1695, -0.1377], [-1.0472, -1.9116, 0.8605], [2.1285, 1.2623, 0.0369], [-1.2756, 1.8579, -1.3180], [0.8805, -1.3185, -0.7306], [-2.2790, -0.8016, 1.4780], [2.8473, -0.1072, -1.0448]],
  "forces_ev_per_angstrom": [[-0.203, -0.090, -0.132], [2.172, -1.140, 4.467], [2.314, -1.847, -2.455], [0.783, 1.229, 0.480], [-3.725, 0.926, 2.736], [-2.172, -1.818, 0.107], [2.429, 0.111, -3.500], [-1.198, 0.231, -2.546], [-1.299, 2.429, -0.173], [1.275, 0.709, 1.188], [0.391, -0.514, 0.350], [-0.640, -0.922, 0.812], [1.477, -0.219, -1.654], [-1.604, 0.914, 0.321]],
  "nbo_charge": [0.29, -0.74, 0.05, -0.43, -0.20, -0.26, -0.13, 0.44, 0.46, 0.24, 0.27, 0.25, 0.47, 0.30]
}


3.
{
  "formula": "C4H7ClNO4S",
  "method": "wB97M-V/def2-TZVPD",
  "relative_energy_ev": 1.013,
  "homo_ev": -5.137,
  "charge": -1,
  "homo_lumo_gap_ha": 0.3141,
  "total_energy_ev": -37300.765,
  "smiles": "CC(=O)N[C@](C)(Cl)S(=O)(=O)[O-]",
  "symbols": ["Cl", "S", "O", "O", "O", "O", "N", "C", "C", "C", "C", "H", "H", "H", "H", "H", "H", "H"],
  "xyz": [[-1.4837, 1.0380, 1.8417], [-1.1939, -1.8134, 0.6914], [-1.0893, -2.2662, -0.6604], [0.8609, 2.0369, -0.9444], [0.0726, -2.0245, 1.4812], [-2.3973, -2.1852, 1.3039], [0.3680, 0.1551, 0.2634], [2.6438, 0.6410, -0.2300], [1.2570, 1.0692, -0.3549], [-1.8954, 0.5588, -0.8274], [-1.0328, 0.2468, 0.3673], [3.4428, 1.3293, -0.5953], [0.9304, -0.5534, 0.7471], [-1.6388, -0.2786, -1.6096], [-1.9263, 1.6219, -0.9630], [3.0142, 0.4187, 0.7597], [2.9748, -0.2351, -0.6986], [-2.9070, 0.2408, -0.5722]],
  "forces_ev_per_angstrom": [[-0.701, 1.005, 1.047], [4.247, 2.251, 0.048], [0.319, -0.660, -1.813], [0.125, 1.387, -0.737], [-2.011, -0.316, -0.453], [-2.751, -0.333, 2.046], [3.576, 2.495, -1.679], [3.645, 1.139, 0.419], [-3.283, -1.791, 0.931], [0.104, -2.477, -0.091], [0.443, -4.291, 0.362], [-1.177, 0.283, 0.054], [-1.567, -0.175, 0.167], [0.013, 2.430, 0.824], [0.334, 0.394, -1.119], [-0.596, 0.194, 0.895], [-0.561, -1.701, -1.257], [-0.159, 0.168, 0.357]],
  "nbo_charge": [-0.06, 2.37, -1.03, -0.62, -1.04, -0.99, -0.68, -0.73, 0.68, -0.68, -0.07, 0.22, 0.45, 0.28, 0.23, 0.23, 0.24, 0.22]
}


4.
{
  "formula": "C34H23BrN2O7PtS",
  "method": "wB97M-V/def2-TZVPD",
  "relative_energy_ev": 1.994,
  "homo_ev": -8.202,
  "homo_lumo_gap_ha": 0.2052,
  "total_energy_ev": -137059.547,
  "symbols": ["Pt", "Br", "S", "O", "O", "O", "O", "O", "O", "O", "N", "N", "C", "C", "C", "C", "C", "C", "C", "C", "C", "C", "C", "C", "C", "C", "C", "C", "C", "C", "C", "C", "C", "C", "C", "C", "C", "C", "C", "C", "C", "C", "C", "C", "C", "C", "H", "H", "H", "H", "H", "H", "H", "H", "H", "H", "H", "H", "H", "H", "H", "H", "H", "H", "H", "H", "H", "H", "H"],
  "xyz": [[0.1251, -0.1629, 0.1305], [0.0096, -1.9983, -1.3392], [-2.9410, -0.0714, -0.5304], [7.6940, 2.9565, -0.3399], [2.8912, -2.1423, -0.0649], [7.6479, -3.2074, 0.1012], [5.6660, 3.4515, 0.1803], [-2.3323, -0.0913, 0.8583], [9.1179, -1.6395, -0.0060], [2.2969, 0.0249, 0.2391], [6.5561, 2.6540, -0.0572], [7.9726, -2.0414, 0.0482], [6.8993, -1.0338, 0.0509], [3.9540, 4.2834, 4.4182], [2.8238, 4.3220, 5.2249], [0.1045, 2.4663, 1.7527], [6.2197, 1.2265, 0.0078], [-3.5884, 4.6849, 4.2948], [4.5733, -0.5018, 0.1088], [-2.2258, 2.9582, 3.3267], [-2.5024, 4.2233, -1.9814], [-2.5681, 1.8615, -2.4376], [0.0464, 1.6576, 0.8142], [1.4496, 3.7151, 3.3355], [5.5811, -1.4521, 0.1102], [3.8375, 3.9550, 3.0721], [-5.4865, -0.6803, -1.2473], [7.2427, 0.3006, -0.0232], [-3.4477, 3.3915, 3.8066], [-2.7900, 2.6713, -0.1721], [2.6018, 3.6468, 2.5388], [-1.2669, 5.1117, 3.8341], [4.8892, 0.8473, 0.0826], [-2.4971, 5.5443, 4.2976], [-2.7569, 1.6299, -1.0845], [-2.4488, 3.1712, -2.8838], [-6.6938, 0.5697, 0.9170], [-4.7242, 0.0021, -0.3114], [-1.1143, 3.8118, 3.3415], [3.1173, -0.9634, 0.0893], [1.5779, 4.0555, 4.6900], [0.1557, 3.3485, 2.7865], [-5.3187, 0.6386, 0.7667], [-2.6556, 3.9742, -0.6217], [-6.8634, -0.7518, -1.0893], [-7.4642, -0.1317, -0.0033], [-2.6637, 4.7921, 0.0877], [2.9140, 4.5373, 6.2813], [-2.5033, 1.0309, -3.1299], [-2.6137, 6.5643, 4.6386], [-2.0945, 1.9426, 2.9698], [-4.7090, 1.1732, 1.4839], [-7.4593, -1.3102, -1.7984], [8.2748, 0.6068, -0.0968], [5.3398, -2.5047, 0.1450], [2.5029, 3.3743, 1.4960], [-2.4148, 5.2402, -2.3411], [-0.4312, 5.7993, 3.8046], [0.7045, 4.0534, 5.3286], [-4.2933, 2.7159, 3.7925], [-8.5349, -0.2051, 0.1341], [-4.5425, 5.0264, 4.6740], [-2.3007, 3.3706, -3.9368], [-2.8908, 2.4675, 0.8843], [4.9255, 4.4952, 4.8449], [4.7054, 3.9493, 2.4282], [-4.9968, -1.1576, -2.0879], [-7.1655, 1.0513, 1.7635], [4.1113, 1.5942, 0.1037]],
  "forces_ev_per_angstrom": [[1.155, 2.189, 0.008], [-0.334, -1.218, -0.355], [-0.542, 0.597, -0.315], [0.045, -0.008, 0.015], [-0.047, 0.115, 0.166], [-0.039, 0.008, 0.008], [0.006, -0.020, 0.007], [1.072, -0.201, -0.447], [-0.032, 0.036, 0.000], [-2.034, 0.412, -0.176], [-0.035, 0.124, 0.025], [0.167, -0.078, -0.006], [-0.347, 0.151, -0.006], [-0.109, -0.035, -0.012], [0.019, -0.037, 0.098], [0.094, 1.083, -0.660], [-0.176, -0.354, -0.009], [0.090, 0.000, -0.025], [-0.349, 0.246, 0.026], [0.186, -0.052, 0.066], [0.023, -0.018, -0.007], [0.000, -0.011, 0.044], [0.417, -1.827, 1.950], [0.185, 0.133, 0.247], [0.145, -0.162, -0.035], [0.058, 0.050, -0.056], [0.097, -0.041, -0.016], [0.328, 0.119, 0.014], [-0.039, -0.028, -0.019], [0.007, 0.103, 0.090], [-0.151, 0.086, -0.006], [0.102, 0.033, -0.072], [0.154, 0.178, 0.003], [-0.079, 0.036, -0.049], [0.078, -0.157, -0.205], [-0.012, 0.030, -0.037], [0.020, 0.005, 0.009], [0.056, -0.277, 0.043], [-0.291, 0.164, 0.185], [0.245, -0.625, -0.079], [-0.070, -0.033, -0.085], [-0.036, -0.519, -0.350], [0.072, 0.020, 0.089], [-0.023, -0.064, -0.081], [-0.014, 0.076, 0.035], [0.018, -0.044, -0.034], [-0.032, 0.000, 0.005], [0.021, 0.046, -0.013], [0.006, -0.002, 0.004], [0.024, -0.016, 0.055], [-0.057, 0.008, -0.040], [0.004, -0.075, 0.042], [-0.006, 0.038, -0.024], [0.001, -0.001, 0.011], [-0.073, 0.017, -0.028], [0.028, 0.002, -0.008], [0.037, 0.005, 0.026], [0.025, -0.035, 0.039], [-0.001, 0.033, -0.008], [-0.008, 0.007, 0.066], [-0.002, 0.022, -0.005], [-0.019, -0.015, -0.033], [-0.010, -0.017, -0.003], [0.002, -0.038, -0.039], [0.010, 0.027, -0.032], [0.051, -0.066, 0.006], [-0.033, -0.096, 0.040], [-0.009, 0.011, -0.012], [-0.042, -0.038, -0.034]],
  "nbo_charge": [0.88, -0.52, 1.28, -0.36, -0.60, -0.36, -0.40, -0.95, -0.37, -0.70, 0.54, 0.53, 0.00, -0.16, -0.22, -0.16, 0.01, -0.16, -0.06, -0.19, -0.19, -0.23, -0.04, -0.05, -0.14, -0.20, -0.19, -0.16, -0.22, -0.24, -0.16, -0.18, -0.16, -0.22, -0.17, -0.20, -0.22, -0.28, -0.04, 0.75, -0.17, 0.09, -0.14, -0.20, -0.20, -0.19, 0.22, 0.22, 0.23, 0.22, 0.25, 0.21, 0.22, 0.28, 0.28, 0.24, 0.22, 0.23, 0.22, 0.22, 0.22, 0.22, 0.22, 0.23, 0.22, 0.24, 0.23, 0.22, 0.27]
}